No. 1
Entry from OMol25: a 2-piece molecular cluster, H2N2O2 overall at a distorted geometry (the ωB97M-V functional and the def2-TZVPD basis).

XYZ file:
```
6
H2N2O2 the ωB97M-V functional and the def2-TZVPD basis
N 1.13 0.33 0.12
N -1.00 -0.17 -0.41
O 1.56 -0.50 1.02
O -1.86 0.88 -0.34
H 1.15 0.03 -0.91
H -0.99 -0.57 0.51
```

Results
Largest force on an atom ... 0.048 hartree/bohr
Gap between HOMO and LUMO (spin up / spin down) ... 4.8 / 5.0 eV
Total energy ... -260.8547 hartree
2S+1 ... 1
Energy relative to the best compared isomer or geometry (same formula, charge and spin) ... 4.629 eV
Total charge ... -2

Atomic partial charges in e from the Löwdin method, atoms 1 to 5: -0.36, -0.32, -0.56, -0.60, -0.07

No. 2
Entry from OMol25: one molecule with the formula C5H8 (the ωB97M-V functional and the def2-TZVPD basis).

XYZ file:
```
13
C5H8 the ωB97M-V functional and the def2-TZVPD basis
C 0.23 -0.75 1.12
C -1.61 -0.04 -0.52
C -0.57 0.74 -0.98
C 0.67 0.82 -0.36
C 1.34 -0.37 0.26
H -0.27 -1.70 1.03
H 0.04 -0.17 2.01
H -2.39 -0.39 -1.19
H -1.84 -0.07 0.53
H -0.71 1.32 -1.90
H 1.23 1.76 -0.38
H 1.66 -1.13 -0.46
H 2.22 -0.03 0.83
```

Results
Largest force on an atom ... 0.012 hartree/bohr
Gap between HOMO and LUMO (spin up / spin down) ... 8.0 / 7.9 eV
Total energy ... -195.1518 hartree
2S+1 ... 1
Energy relative to the best compared isomer or geometry (same formula, charge and spin) ... 3.816 eV
Total charge ... 0

Atomic partial charges in e from the Löwdin method, atoms 1 to 5: -0.01, -0.01, -0.23, -0.11, -0.29

No. 3
Entry from OMol25: a 2-piece molecular cluster, C4H8Cl2S overall at a distorted geometry (the ωB97M-V functional and the def2-TZVPD basis).

XYZ file:
```
15
C4H8Cl2S the ωB97M-V functional and the def2-TZVPD basis
C -0.76 1.16 -1.00
C -0.32 -0.42 0.86
C -2.61 0.45 0.57
C -1.20 0.43 0.07
S 3.26 0.25 0.27
Cl -3.37 -1.07 -0.01
Cl -3.60 1.80 -0.06
H 3.76 -0.27 1.47
H -1.38 1.78 -1.46
H 0.16 1.16 -1.43
H 0.66 -0.05 1.16
H -0.90 -0.57 1.74
H -0.28 -1.45 0.41
H -2.62 0.54 1.64
H 4.44 -0.15 -0.06
```

Results
Largest force on an atom ... 0.108 hartree/bohr
Gap between HOMO and LUMO ... 10.2 eV
Total energy ... -1475.7171 hartree
2S+1 ... 1
Energy relative to the best compared isomer or geometry (same formula, charge and spin) ... 0.300 eV
Total charge ... 0

Atomic partial charges in e from the Löwdin method, atoms 1 to 5: 0.09, -0.10, -1.03, -0.47, 0.49

No. 4
Entry from OMol25: a 21-piece molecular cluster, H43O21 overall at a distorted geometry (the ωB97M-V functional and the def2-TZVPD basis).

XYZ file:
```
64
H43O21 the ωB97M-V functional and the def2-TZVPD basis
O -1.76 -4.19 0.14
H -2.19 -5.06 0.06
H -2.44 -3.54 -0.11
O -3.59 0.40 -0.10
H -3.31 -0.14 0.65
H -2.76 0.54 -0.58
O 0.19 4.63 0.56
H 0.98 5.09 0.85
H -0.05 5.05 -0.29
O 0.00 1.65 -3.49
H -2.13 1.27 -1.83
H 0.66 2.17 -3.00
O -3.62 -1.10 -2.82
H -2.91 -1.68 -3.20
H -3.88 -1.43 -1.96
O -2.29 1.36 -2.77
H -1.27 1.41 -3.25
H -3.08 0.84 -3.02
O 0.63 2.06 -0.15
H 0.63 1.33 0.45
H 0.58 2.91 0.30
O 2.32 2.39 -2.26
H 2.96 3.10 -2.32
H 2.19 2.31 -1.31
O -1.03 -1.58 1.37
H -0.37 -2.23 1.69
H -1.72 -1.96 1.92
O 2.17 1.47 3.87
H 2.81 2.05 4.33
H 1.42 1.52 4.46
O 1.14 -3.19 1.49
H 0.74 -3.56 0.69
H 1.64 -3.93 1.84
O 1.42 -2.79 -1.03
H 1.45 -1.79 -0.73
H 2.37 -3.03 -0.77
O -0.35 -1.08 4.65
H -1.20 -1.02 5.11
H 0.12 -1.69 5.22
O 3.19 2.76 1.30
H 3.01 2.10 1.98
H 4.11 3.01 1.37
O -1.22 -0.42 -1.04
H -1.86 -1.15 -0.81
H -0.79 -0.48 -0.16
O 1.84 -0.31 -0.21
H 0.58 0.95 -3.88
O -1.68 0.27 2.85
H -0.74 0.21 3.04
H -1.69 1.06 2.29
O 4.05 -2.71 1.22
H 3.14 -2.35 1.11
H 3.90 -2.98 2.15
O 0.96 -1.34 -3.98
H 1.32 -1.85 -3.25
H 1.72 -1.05 -4.51
O -1.49 -2.59 -3.01
H -0.95 -2.27 -2.27
H -1.27 -3.51 -3.17
O -1.47 4.55 2.77
H -1.03 4.24 1.97
H -0.69 4.35 3.32
H 2.58 0.20 -0.53
H 1.90 -0.65 0.69
```

Results
Largest force on an atom ... 0.053 hartree/bohr
Gap between HOMO and LUMO ... 10.4 eV
Total energy ... -1605.5637 hartree
2S+1 ... 1
Energy relative to the best compared isomer or geometry (same formula, charge and spin) ... 3.195 eV
Total charge ... +1

Atomic partial charges in e from the Löwdin method, atoms 1 to 5: -0.05, 0.06, 0.04, -0.04, 0.03

No. 5
Entry from OMol25: a 2-piece molecular cluster, C3H12N3 overall at a distorted geometry (the ωB97M-V functional and the def2-TZVPD basis).

XYZ file:
```
18
C3H12N3 the ωB97M-V functional and the def2-TZVPD basis
C -0.55 0.85 1.02
C -2.88 -0.21 -0.11
C -1.17 -0.22 0.18
N 0.86 -1.43 -0.38
N -0.52 -1.12 -0.46
N 2.78 0.38 0.27
H 0.55 0.73 1.27
H -1.15 1.04 1.90
H -0.56 1.56 0.28
H -3.34 0.75 0.11
H -3.38 -0.96 0.49
H -3.06 -0.42 -1.14
H 1.53 -0.90 0.32
H 1.34 -1.52 -1.31
H -1.09 -1.60 -1.20
H 3.07 0.87 -0.60
H 3.28 -0.53 0.34
H 3.13 1.10 0.95
```

Results
Largest force on an atom ... 0.066 hartree/bohr
Gap between HOMO and LUMO ... 10.5 eV
Total energy ... -285.4475 hartree
2S+1 ... 1
Energy relative to the best compared isomer or geometry (same formula, charge and spin) ... 3.208 eV
Total charge ... +1

Atomic partial charges in e from the Löwdin method, atoms 1 to 5: 0.01, 0.06, -0.18, 0.05, 0.01

No. 6
Entry from OMol25: a 14-piece molecular cluster, C6H38NO14 overall at a distorted geometry (the ωB97M-V functional and the def2-TZVPD basis).

XYZ file:
```
59
C6H38NO14 the ωB97M-V functional and the def2-TZVPD basis
C -2.86 2.71 -0.07
N -1.95 2.14 -1.05
C -1.38 0.83 -0.51
C -0.02 1.07 0.09
C 0.39 2.51 -0.16
C -0.76 3.00 -1.14
C -0.26 3.19 -2.64
O 0.63 2.34 -3.25
H -3.38 3.51 -0.50
H -2.33 3.12 0.78
H -3.67 1.99 0.33
H -2.20 0.52 0.22
H -1.40 0.17 -1.27
H 0.60 0.31 -0.11
H -0.08 0.97 1.19
H 0.35 2.91 0.81
H 2.68 2.19 -1.17
H -1.04 4.19 -0.82
H 0.14 4.16 -2.82
H -1.28 3.12 -3.04
H 0.25 -3.05 2.51
H 1.43 -1.98 2.99
O 0.71 -2.52 3.32
H -1.79 -3.20 -0.77
H -3.17 -2.79 -0.47
O -2.60 -3.49 -0.14
H -1.91 -1.65 4.00
H -0.49 -1.69 3.77
O -1.23 -1.06 4.05
H 3.59 -1.97 0.97
H 2.37 -2.86 0.99
O 3.21 -2.77 0.48
H -1.78 -2.66 -2.68
H -2.75 -1.40 -2.81
O -2.79 -2.37 -2.90
H -0.13 -3.73 -2.11
H -0.24 -1.50 -2.27
O -0.58 -3.00 -1.70
H 2.94 -1.78 -2.37
H 1.61 -0.98 -2.93
O 2.62 -1.10 -2.86
H 2.93 0.22 2.42
H 3.12 0.57 0.94
O 3.30 -0.05 1.57
H -1.31 1.00 4.20
H -0.99 0.71 2.80
O -0.85 1.44 3.44
H 2.01 1.57 4.17
H 0.77 1.72 3.22
O 1.77 1.66 3.28
H 0.47 1.36 -3.11
H 0.02 -1.34 -3.90
O 0.03 -0.87 -2.97
H -0.29 -2.99 0.20
H -0.83 -4.11 1.23
O -0.12 -3.53 1.13
H 3.69 0.95 -1.38
H 1.45 2.60 -0.47
O 3.38 1.69 -0.72
```

Results
Largest force on an atom ... 0.110 hartree/bohr
Gap between HOMO and LUMO (spin up / spin down) ... 9.0 / 3.9 eV
Total energy ... -1359.2620 hartree
2S+1 ... 2
Energy relative to the best compared isomer or geometry (same formula, charge and spin) ... 3.443 eV
Total charge ... 0

Atomic partial charges in e from the Löwdin method, atoms 1 to 5: -0.02, 0.07, -0.06, -0.12, -0.06

Q: Look up the largest force on an atom of the fifth one.
A: 0.066 hartree/bohr